62
Properties=species:S:1:pos:R:3:nbo_charge:R:1 method="wB97M-V/def2-TZVPD" total_charge=-1 gap_ev=5.46
C 3.12 -0.20 -0.35 -0.622
C 2.82 1.43 -0.18 -0.860
B 1.39 1.69 -1.02 0.903
O 1.50 2.10 -2.43 -1.023
P -0.22 1.36 -0.04 0.555
C -1.13 2.87 -0.77 -0.560
N -1.63 3.87 0.26 -0.682
C -3.14 3.89 0.33 -0.423
C -0.85 0.16 -1.39 -0.809
C -2.33 -0.46 -0.93 0.039
C -3.63 0.02 -1.81 -0.261
C -5.15 -0.51 -1.39 -0.271
C -5.31 -1.54 -0.13 -0.271
C -4.02 -2.10 0.77 -0.265
C -2.51 -1.51 0.36 -0.002
C -1.19 -1.99 1.25 -0.687
H 2.75 -0.82 0.58 0.221
H 2.45 -0.58 -1.26 0.199
H 4.24 -0.44 -0.62 0.202
H 2.66 1.63 0.98 0.234
H 3.73 2.03 -0.63 0.202
H 1.81 3.07 -2.43 0.481
H -1.44 1.04 0.71 -0.213
H 0.31 2.17 1.05 -0.184
H 0.40 0.22 0.61 -0.185
H -0.54 3.48 -1.57 0.175
H -2.11 2.45 -1.31 0.183
H -1.24 3.69 1.21 0.358
H -3.44 4.28 1.42 0.173
H -3.55 4.70 -0.42 0.173
H -3.64 2.84 0.21 0.196
H -0.10 -0.77 -1.43 0.213
H -0.92 0.66 -2.45 0.227
H -3.44 0.75 -2.73 0.228
H -6.05 -0.09 -2.05 0.219
H -6.37 -1.93 0.18 0.205
H -4.14 -2.86 1.67 0.223
H -1.09 -1.19 2.13 0.236
H -0.21 -1.89 0.59 0.242
H -1.31 -3.05 1.73 0.233
N 6.14 2.66 -2.07 -0.409
C 7.01 3.69 -2.01 0.029
C 6.96 4.80 -2.84 -0.274
C 5.95 4.86 -3.80 -0.170
C 5.03 3.81 -3.89 -0.267
C 5.17 2.75 -3.01 0.033
H 7.78 3.59 -1.25 0.189
H 7.69 5.59 -2.74 0.213
H 5.88 5.71 -4.47 0.210
H 4.24 3.83 -4.62 0.224
H 4.47 1.91 -3.04 0.217
N -1.47 -5.23 3.32 -0.404
C -2.17 -5.10 4.47 0.034
C -2.71 -6.18 5.17 -0.267
C -2.51 -7.46 4.66 -0.171
C -1.80 -7.62 3.48 -0.268
C -1.30 -6.49 2.86 0.035
H -2.30 -4.09 4.83 0.201
H -3.26 -6.02 6.09 0.217
H -2.91 -8.32 5.18 0.211
H -1.63 -8.60 3.06 0.217
H -0.73 -6.56 1.93 0.198